# 1
DFT (ωB97M-V/def2-TZVPD) results for one molecule with the formula C17H20F3NO4.

Structure (ORCA input):
```
! wB97M-V def2-TZVPD RIJCOSX def2/J DEFGRID3
* xyz 0 1
N -2.8742 -3.9002 0.8406
C -2.6145 -3.0059 1.8165
O -3.4297 -2.6618 2.6462
C -1.2242 -2.4544 1.7863
C -0.8167 -1.5790 2.7054
C 0.5698 -1.0156 2.7179
C 0.6295 0.3880 2.1491
C -0.4886 1.0002 1.5968
C -0.3947 2.2519 1.0199
C 0.8274 2.9101 0.9986
C 0.9369 4.2295 0.2955
F 1.9871 4.9619 0.6945
F -0.1498 5.0026 0.4570
F 1.0794 4.0751 -1.0412
C 1.9452 2.3273 1.5791
C 1.8365 1.0778 2.1576
C 1.4697 -1.9731 1.9186
C 0.8011 -2.2957 0.5824
O 0.6834 -1.1041 -0.1234
C 0.2243 -1.2178 -1.4592
C 0.1653 0.1889 -2.0407
C -0.2592 0.1887 -3.5037
C -0.3394 1.6070 -4.0603
O -0.7104 1.5276 -5.4202
O -0.4451 -2.9384 0.7619
H -3.7805 -4.3338 0.7980
H -2.1533 -4.1687 0.1946
H -1.5216 -1.2707 3.4602
H 0.9345 -0.9762 3.7513
H -1.4371 0.4865 1.5988
H -1.2640 2.7200 0.5829
H 2.8898 2.8495 1.5754
H 2.7083 0.6323 2.6137
H 1.6016 -2.9039 2.4723
H 2.4426 -1.5301 1.7168
H 1.3940 -3.0305 0.0062
H -0.7687 -1.6857 -1.4802
H 0.9169 -1.8513 -2.0338
H -0.5349 0.7776 -1.4464
H 1.1494 0.6478 -1.9338
H -1.2369 -0.2827 -3.6155
H 0.4528 -0.3775 -4.1059
H 0.6356 2.1027 -3.9529
H -1.0803 2.1872 -3.4920
H -0.7573 2.4169 -5.7851
*
```

Summary:
energy above the lowest of the compared OMol25 structures with the same formula, charge and spin: 0.0000 eV
calculated total energy: -35786.9248 eV
HOMO energy: -9.32 eV
SMILES string: NC(=O)C1=C[C@H](c2ccc(C(F)(F)F)cc2)C[C@H](OCCCCO)O1
lowest unoccupied orbital energy: 0.5800 eV

***

# 2
DFT (ωB97M-V/def2-TZVPD) results for one molecule with the formula C17H20F3NO4 in a non-equilibrium geometry.

Structure (ORCA input):
```
! wB97M-V def2-TZVPD RIJCOSX def2/J DEFGRID3
* xyz 0 1
N -3.4377 -2.7150 -1.4452
C -2.1666 -3.3139 -1.2024
O -1.7654 -4.2449 -1.7271
C -1.4819 -2.5999 -0.1864
C -0.3622 -3.2336 0.1520
C 0.3579 -2.4605 1.4190
C 1.5701 -1.8343 0.9906
C 2.5832 -1.1897 1.5925
C 3.6856 -0.5406 1.1663
C 3.9803 -0.4689 -0.1134
C 5.1331 0.2953 -0.7478
F 6.0832 0.3289 0.3870
F 4.8939 1.4328 -0.8773
F 5.6077 -0.2856 -1.6608
C 2.9549 -0.7269 -0.9876
C 1.7781 -1.4716 -0.6417
C -0.5421 -1.3610 1.9884
C -1.2925 -0.4417 1.1014
O -0.4357 0.1990 0.4386
C -0.9226 1.2465 -0.9004
C -1.2464 2.4195 -0.0164
C -1.7940 3.4067 -0.9379
C -2.2330 4.6686 -0.3155
O -3.4785 4.4446 0.2161
O -2.1323 -1.3470 0.2754
H -4.1424 -3.3037 -2.1704
H -3.8952 -1.8246 -1.1218
H -0.1263 -4.0279 -0.0777
H 0.5942 -3.0483 2.3425
H 2.4243 -1.2805 2.8958
H 4.5704 -0.0720 1.8951
H 3.2030 -0.7282 -2.0297
H 1.1839 -2.1369 -1.3552
H -1.3248 -1.7858 2.8749
H 0.1678 -0.7376 2.8397
H -2.1126 0.2528 1.6386
H -0.0885 1.2574 -1.5492
H -1.7720 0.6441 -0.9187
H -0.4823 2.5783 0.5882
H -2.1403 2.4030 0.6326
H -0.8776 3.6435 -1.6470
H -2.4316 3.2316 -1.6830
H -1.5391 5.2042 0.2906
H -2.4597 5.3524 -1.1728
H -4.0884 4.1716 -0.2395
*
```

Summary:
energy above the lowest of the compared OMol25 structures with the same formula, charge and spin: 14.5605 eV
calculated total energy: -35772.3643 eV
HOMO energy: -8.63 eV
SMILES string: NC(=O)C1=C[C@@H](c2ccc(C(F)(F)F)cc2)C[C@@H](OCCCCO)O1
lowest unoccupied orbital energy: 0.4301 eV

***

# 3
DFT (ωB97M-V/def2-TZVPD) results for a 2-piece molecular cluster, C17H20F6N2O5P2S overall in a non-equilibrium geometry.

Structure (ORCA input):
```
! wB97M-V def2-TZVPD RIJCOSX def2/J DEFGRID3
* xyz 0 1
N 4.7251 -1.5556 0.4655
C 4.2413 -0.7749 -0.6951
C 3.2112 0.2822 -0.1827
C 2.5219 0.8802 -1.4382
C 1.2524 1.7629 -1.1143
C 0.4259 1.2524 0.0570
C -0.1253 -0.0571 -0.0621
C 0.0164 -0.9582 -1.3021
F -0.0464 -0.3207 -2.4585
F 1.2124 -1.6650 -1.1358
C -1.0742 -2.0598 -1.3955
C -0.7631 -3.4211 -1.2954
C -1.8328 -4.3223 -1.4268
C -3.1444 -3.8883 -1.6323
C -3.4318 -2.5258 -1.7485
C -4.8227 -1.9740 -2.0054
F -4.7772 -1.0168 -2.9608
F -5.6757 -2.9194 -2.4462
F -5.3260 -1.3884 -0.8846
C -2.3733 -1.6196 -1.6193
C -0.8488 -0.6021 0.9967
C -1.0577 0.1827 2.1585
C -0.5264 1.4464 2.2470
P -0.8688 2.2964 3.8474
O -1.5310 1.2295 4.8825
O 0.4807 2.7228 4.5968
S -2.1662 3.7348 3.6847
N 0.1957 1.9851 1.1949
P 0.8667 3.6149 1.2219
O 2.3089 3.4841 1.1137
O 0.2055 4.3733 -0.0599
O 0.5455 4.5424 2.4724
H 5.5121 -2.1437 0.2031
H 3.9727 -2.2053 0.6899
H 5.0477 -0.3250 -1.2933
H 3.6887 -1.4715 -1.3611
H 3.7755 1.0943 0.3024
H 2.5401 -0.2710 0.4929
H 3.2576 1.5651 -1.9011
H 2.3049 0.1360 -2.2202
H 0.5624 1.8073 -1.9813
H 1.6510 2.7758 -1.0125
H 0.2653 -3.7443 -1.1375
H -1.6001 -5.3899 -1.3506
H -3.9432 -4.6271 -1.7386
H -2.5972 -0.5494 -1.7055
H -1.2697 -1.6091 0.9986
H -1.6319 -0.2507 2.9794
H -2.3559 0.8877 4.5043
H 0.4573 3.6875 4.7188
H -0.6201 3.8957 -0.2645
H -0.2041 5.1315 2.2586
F -0.6308 -1.1149 -4.2577
*
```

Summary:
calculated total energy: -76889.1149 eV
HOMO energy: -6.02 eV
lowest unoccupied orbital energy: -2.8803 eV

***

# 4
DFT (ωB97M-V/def2-TZVPD) results for C17H20F6N2OPt as an isolated structure in a non-equilibrium geometry.

Structure (ORCA input):
```
! wB97M-V def2-TZVPD RIJCOSX def2/J DEFGRID3
* xyz 2 5
C 1.3036 0.3894 -5.4528
C 0.4505 -0.8235 -5.8071
H 0.7742 1.3168 -5.6800
H 2.2235 0.3854 -6.0420
H 1.5816 0.4059 -4.3976
H -0.4019 -0.9364 -5.1358
H 0.0648 -0.7241 -6.8247
H 1.0385 -1.7431 -5.7715
C -0.3006 2.7341 1.1590
C -0.6700 3.7054 2.0793
C -1.7414 3.4855 2.9578
C -2.3915 2.2711 2.8963
H 0.5451 2.8338 0.4872
H -0.1185 4.6377 2.1050
H -2.0474 4.2518 3.6552
H -3.2288 1.9955 3.5453
N -0.9806 1.5711 1.0788
C -2.0013 1.3209 1.9568
C -2.5878 0.0170 1.8451
N -2.0030 -0.7565 0.8910
C -2.4263 -2.0110 0.6329
C -4.1140 -1.7698 2.3221
C -3.4943 -2.5469 1.3352
H -1.8413 -2.4755 -0.1419
H -3.8002 -3.5550 1.0806
C -3.6607 -0.4875 2.5951
H -4.0908 0.1777 3.3479
H -4.9537 -2.1801 2.8658
Pt -0.4378 -0.0204 -0.2171
C -0.0931 -1.4674 -1.4466
H -0.9979 -1.6498 -2.0341
H 0.1289 -2.3400 -0.8212
H 0.7479 -1.2251 -2.1006
C 2.6621 0.4956 -0.2642
C 2.3903 -0.3585 0.9486
O 1.0248 -0.4867 1.2254
C 3.0263 -1.8124 0.7476
F 4.3787 -1.7862 0.5572
F 2.7680 -2.6487 1.7709
F 2.5139 -2.3851 -0.3865
C 3.0284 0.3322 2.2354
F 4.3615 0.5970 2.0985
F 2.4199 1.5454 2.4408
F 2.8601 -0.3901 3.3557
H 2.1599 0.0424 -1.1206
H 3.7232 0.5943 -0.4543
H 2.2075 1.4739 -0.1178
*
```

Summary:
calculated total energy: -42510.8647 eV
HOMO energy (spin up / spin down): -14.74 / -15.65 eV
⟨S²⟩: 6.058
lowest unoccupied orbital energy (spin up / spin down): -8.7629 / -12.2548 eV

***

# 5
DFT (ωB97M-V/def2-TZVPD) results for C17H20F6N2OZn as an isolated structure in a non-equilibrium geometry.

Structure (ORCA input):
```
! wB97M-V def2-TZVPD RIJCOSX def2/J DEFGRID3
* xyz 0 1
C 2.5855 1.0101 -0.8330
C 3.0350 -2.5233 0.0804
H 1.9638 1.6571 -1.4425
H 3.4463 0.6934 -1.4822
H 2.9052 1.5098 0.1267
H 3.9057 -2.2869 -0.5630
H 3.3759 -2.4547 1.0972
H 2.7587 -3.5546 -0.1633
C 0.4894 3.0130 -0.0974
C -0.2976 4.1178 0.2180
C -1.6823 3.9980 0.0747
C -2.2131 2.7651 -0.3076
H 1.5790 3.0842 -0.0445
H 0.2210 5.0223 0.5336
H -2.3416 4.8412 0.2787
H -3.2880 2.5964 -0.3959
N -0.0153 1.8601 -0.5109
C -1.3405 1.6718 -0.5668
C -1.9025 0.3330 -0.9057
N -1.1480 -0.7516 -0.7165
C -1.6972 -1.9669 -0.7805
C -3.7983 -1.0572 -1.5129
C -3.0284 -2.1757 -1.2062
H -1.0423 -2.7979 -0.5250
H -3.3880 -3.1979 -1.2985
C -3.2289 0.2090 -1.3779
H -3.7771 1.1176 -1.6173
H -4.8235 -1.1535 -1.8390
Zn 2.0547 -0.8641 -0.2982
C 1.2313 -1.5226 -2.1831
H 0.6850 -0.6753 -2.6569
H 0.6155 -2.4289 -2.0926
H 2.1671 -1.7368 -2.7199
C -0.6065 -1.1910 3.2099
C 0.7319 -0.6942 2.6361
O 0.7446 -0.6141 1.3096
C 0.9758 0.7328 3.2654
F 1.0446 0.7240 4.6273
F 2.0912 1.3334 2.7916
F -0.0711 1.5375 2.9314
C 1.8196 -1.6927 3.2694
F 1.6283 -1.9424 4.6048
F 1.7591 -2.8978 2.6413
F 3.0865 -1.2112 3.1367
H -1.3973 -0.5015 2.9104
H -0.5730 -1.2532 4.3027
H -0.8387 -2.1792 2.8003
*
```

Summary:
calculated total energy: -87699.2925 eV
HOMO energy (spin up / spin down): -8.69 / -8.70 eV
lowest unoccupied orbital energy (spin up / spin down): -2.6055 / -2.1314 eV

***

Q: Which formula does entry 1 have?
A: C17H20F3NO4

***

Q: Which of these has the highest calculated total energy?
A: number 2